(1)
{"formula": "C27H10BF15GeN6STi", "method": "the ωB97M-V functional and the def2-TZVPD basis", "total_charge": 1, "de_lowest_ev": 0.000, "homo_energy_ha": [-0.4384, -0.4384], "multiplicity": 2, "s2": 0.75, "lumo_energy_ev": [-3.9, -3.5], "elements": ["Ti", "C", "C", "N", "N", "C", "B", "N", "C", "C", "C", "N", "N", "C", "C", "C", "N", "H", "H", "H", "H", "H", "H", "H", "H", "H", "H", "F", "C", "C", "C", "F", "C", "F", "C", "F", "C", "F", "Ge", "S", "C", "C", "F", "C", "F", "C", "F", "C", "F", "C", "F", "C", "C", "F", "C", "F", "C", "F", "C", "F", "C", "F"], "xyz": [[-0.592, 0.202, -1.200], [0.190, -1.215, -5.179], [0.477, -1.218, -3.823], [-0.328, -0.363, -3.181], [-1.138, 0.203, -4.117], [-0.843, -0.299, -5.316], [-2.223, 1.223, -3.699], [-1.527, 2.394, -2.956], [-1.543, 3.701, -3.218], [-0.790, 4.362, -2.257], [-0.332, 3.357, -1.423], [-0.787, 2.168, -1.842], [-3.175, 0.522, -2.694], [-4.493, 0.331, -2.758], [-4.906, -0.337, -1.616], [-3.744, -0.517, -0.883], [-2.695, 0.002, -1.536], [0.668, -1.789, -5.952], [1.226, -1.772, -3.281], [-1.378, 0.025, -6.193], [-2.826, 1.621, -4.647], [-2.082, 4.085, -4.068], [-0.596, 5.417, -2.187], [0.315, 3.420, -0.562], [-5.056, 0.680, -3.608], [-5.902, -0.644, -1.354], [-3.617, -0.992, 0.076], [1.644, -2.689, 3.550], [0.868, -3.062, 2.533], [0.636, -2.198, 1.468], [-0.206, -2.707, 0.495], [-0.570, -1.964, -0.608], [-0.782, -3.960, 0.527], [-1.592, -4.360, -0.444], [-0.509, -4.788, 1.602], [-1.044, -5.991, 1.668], [0.319, -4.333, 2.613], [0.572, -5.113, 3.651], [1.571, -0.449, 1.356], [1.707, 0.218, -0.727], [3.271, -0.581, 2.272], [3.352, -0.385, 3.643], [2.241, -0.160, 4.354], [4.553, -0.435, 4.322], [4.605, -0.245, 5.634], [5.716, -0.700, 3.613], [6.873, -0.758, 4.247], [5.668, -0.918, 2.247], [6.784, -1.187, 1.581], [4.448, -0.860, 1.596], [4.427, -1.098, 0.282], [0.423, 0.952, 2.142], [-0.906, 0.965, 1.783], [-1.358, -0.040, 0.940], [-1.813, 1.951, 2.118], [-3.076, 1.895, 1.713], [-1.352, 3.014, 2.873], [-2.174, 3.986, 3.224], [-0.013, 3.070, 3.238], [0.423, 4.108, 3.931], [0.855, 2.059, 2.858], [2.139, 2.200, 3.176]]}


(2)
{"formula": "C54H119F26N9O4P4S2", "method": "the ωB97M-V functional and the def2-TZVPD basis", "total_charge": 2, "homo_energy_ha": -0.4702, "lumo_energy_ev": -3.7, "elements": ["C", "C", "N", "C", "C", "N", "C", "C", "H", "H", "H", "H", "H", "H", "H", "H", "H", "H", "H", "C", "C", "C", "N", "C", "C", "C", "C", "C", "H", "H", "H", "H", "H", "H", "H", "H", "H", "H", "H", "H", "H", "H", "H", "H", "H", "H", "C", "C", "C", "N", "C", "C", "C", "C", "C", "H", "H", "H", "H", "H", "H", "H", "H", "H", "H", "H", "H", "H", "H", "H", "H", "H", "H", "C", "C", "C", "N", "C", "C", "C", "C", "C", "H", "H", "H", "H", "H", "H", "H", "H", "H", "H", "H", "H", "H", "H", "H", "H", "H", "H", "C", "C", "C", "N", "C", "C", "C", "C", "C", "H", "H", "H", "H", "H", "H", "H", "H", "H", "H", "H", "H", "H", "H", "H", "H", "H", "H", "C", "C", "C", "N", "C", "C", "C", "C", "C", "H", "H", "H", "H", "H", "H", "H", "H", "H", "H", "H", "H", "H", "H", "H", "H", "H", "H", "C", "C", "C", "N", "C", "C", "C", "C", "C", "H", "H", "H", "H", "H", "H", "H", "H", "H", "H", "H", "H", "H", "H", "H", "H", "H", "H", "N", "S", "O", "O", "F", "S", "O", "O", "F", "P", "F", "F", "F", "F", "F", "F", "P", "F", "F", "F", "F", "F", "F", "P", "F", "F", "F", "F", "F", "F", "P", "F", "F", "F", "F", "F", "F"], "xyz": [[1.995, -1.419, 0.368], [1.777, -0.501, -0.842], [0.363, -0.241, -1.096], [-0.615, -1.143, -1.536], [-1.778, -0.448, -1.563], [-1.531, 0.865, -1.250], [-0.197, 0.977, -0.985], [-2.518, 1.960, -1.140], [3.076, -1.444, 0.513], [1.725, -2.470, 0.255], [1.523, -1.090, 1.292], [2.262, -0.944, -1.710], [2.249, 0.473, -0.712], [-0.432, -2.200, -1.660], [-2.789, -0.811, -1.648], [0.311, 1.849, -0.591], [-3.461, 1.594, -1.546], [-2.266, 2.848, -1.713], [-2.677, 2.123, -0.076], [-4.988, -2.560, 6.570], [-3.638, -2.693, 5.820], [-2.695, -1.514, 5.874], [-1.582, -1.595, 4.812], [-0.563, -2.712, 5.029], [-0.770, -0.320, 4.761], [-0.111, -0.245, 3.371], [-1.170, -0.931, 2.445], [-2.154, -1.668, 3.365], [-5.568, -3.458, 6.770], [-5.558, -1.756, 6.091], [-4.998, -2.121, 7.575], [-3.757, -2.951, 4.768], [-3.310, -3.616, 6.305], [-2.308, -1.292, 6.867], [-3.331, -0.683, 5.558], [0.164, -2.747, 4.222], [-1.017, -3.685, 5.203], [-0.036, -2.411, 5.933], [-0.002, -0.306, 5.532], [-1.381, 0.579, 4.830], [0.863, -0.730, 3.370], [-0.014, 0.789, 3.044], [-0.659, -1.555, 1.715], [-1.646, -0.145, 1.858], [-2.252, -2.746, 3.269], [-3.149, -1.227, 3.342], [-8.947, 4.435, 1.622], [-8.922, 3.463, 0.460], [-7.671, 3.573, -0.425], [-7.583, 2.686, -1.660], [-7.682, 1.250, -1.288], [-6.356, 2.989, -2.516], [-6.759, 2.776, -3.972], [-8.200, 3.230, -4.061], [-8.746, 3.106, -2.624], [-9.093, 5.502, 1.461], [-8.075, 4.358, 2.278], [-9.724, 4.095, 2.309], [-9.821, 3.655, -0.130], [-9.005, 2.474, 0.909], [-6.880, 3.159, 0.208], [-7.367, 4.598, -0.630], [-7.561, 0.650, -2.189], [-8.638, 1.046, -0.816], [-6.820, 1.011, -0.666], [-5.544, 2.298, -2.285], [-5.942, 3.976, -2.319], [-6.822, 1.713, -4.209], [-6.149, 3.371, -4.646], [-8.877, 2.674, -4.706], [-8.236, 4.281, -4.350], [-9.500, 2.326, -2.569], [-9.062, 4.092, -2.297], [-1.912, 9.732, -4.071], [-1.373, 8.427, -4.669], [-0.944, 7.506, -3.506], [-0.333, 6.173, -3.901], [-0.146, 5.431, -2.573], [-1.206, 5.266, -4.768], [-0.221, 4.566, -5.690], [0.819, 5.616, -5.942], [1.050, 6.243, -4.612], [-1.157, 10.246, -3.476], [-2.751, 9.486, -3.419], [-2.234, 10.403, -4.865], [-0.558, 8.621, -5.374], [-2.005, 7.885, -5.376], [-1.827, 7.274, -2.910], [-0.291, 8.101, -2.869], [0.102, 4.383, -2.748], [-1.095, 5.440, -2.042], [0.705, 5.862, -2.051], [-1.876, 4.594, -4.236], [-1.857, 5.826, -5.442], [0.095, 3.639, -5.208], [-0.665, 4.178, -6.608], [1.685, 5.141, -6.403], [0.470, 6.349, -6.673], [1.920, 5.840, -4.097], [1.144, 7.321, -4.743], [0.363, 4.081, 6.647], [0.555, 4.061, 5.131], [2.085, 3.810, 4.944], [2.474, 3.624, 3.484], [1.938, 4.509, 2.357], [2.031, 2.204, 3.033], [3.004, 1.822, 1.917], [4.339, 2.334, 2.457], [4.007, 3.481, 3.407], [0.807, 4.979, 7.074], [0.690, 3.214, 7.229], [-0.664, 3.996, 7.013], [0.271, 4.990, 4.643], [0.084, 3.182, 4.692], [2.575, 2.997, 5.470], [2.623, 4.752, 5.090], [2.203, 5.461, 2.823], [0.882, 4.283, 2.274], [2.488, 4.436, 1.424], [0.963, 2.181, 2.823], [2.207, 1.632, 3.943], [2.751, 2.330, 0.989], [2.994, 0.734, 1.904], [4.939, 2.678, 1.612], [4.897, 1.525, 2.924], [4.483, 4.442, 3.235], [4.266, 3.043, 4.370], [7.660, -5.702, -2.711], [6.898, -4.817, -3.669], [5.756, -4.019, -3.037], [5.664, -2.575, -3.519], [5.445, -2.540, -5.016], [4.481, -1.949, -2.823], [5.065, -1.341, -1.541], [6.529, -1.020, -1.828], [6.880, -1.723, -3.117], [8.255, -6.434, -3.254], [6.971, -6.240, -2.053], [8.257, -5.155, -1.980], [6.483, -5.297, -4.557], [7.598, -4.096, -4.104], [5.883, -4.110, -1.954], [4.860, -4.638, -3.115], [6.392, -2.751, -5.511], [5.123, -1.542, -5.303], [4.729, -3.275, -5.379], [4.082, -1.108, -3.390], [3.735, -2.711, -2.630], [4.636, -0.373, -1.282], [4.831, -2.013, -0.715], [6.637, 0.052, -1.990], [7.195, -1.238, -0.993], [7.130, -0.971, -3.861], [7.684, -2.442, -2.978], [-0.008, -9.593, 2.228], [1.324, -8.955, 1.734], [1.473, -7.453, 2.082], [1.620, -6.516, 0.885], [0.368, -6.681, 0.070], [2.909, -6.645, 0.124], [3.860, -5.524, 0.686], [3.055, -4.685, 1.678], [1.656, -5.076, 1.279], [-0.091, -10.537, 1.689], [-0.879, -8.984, 1.998], [0.159, -9.825, 3.278], [1.387, -9.079, 0.648], [2.198, -9.557, 1.985], [2.328, -7.314, 2.745], [0.613, -7.109, 2.656], [-0.457, -6.687, 0.778], [0.288, -7.554, -0.573], [0.339, -5.780, -0.540], [2.693, -6.330, -0.898], [3.344, -7.641, 0.101], [4.174, -4.771, -0.041], [4.811, -5.852, 1.106], [3.073, -3.599, 1.620], [3.233, -4.942, 2.723], [1.515, -4.523, 0.348], [0.814, -4.905, 1.946], [-3.101, -5.531, 0.807], [-2.370, -4.031, 0.537], [-1.006, -3.821, 0.968], [-3.176, -2.852, 0.712], [-2.090, -4.112, -1.070], [-2.848, -5.601, 2.320], [-3.589, -4.755, 3.229], [-1.503, -5.969, 2.725], [-3.553, -6.992, 2.581], [-1.456, 3.850, 0.218], [-1.959, 4.948, -0.865], [-2.997, 3.265, 0.228], [-0.968, 2.829, -0.995], [-0.971, 2.736, 1.291], [0.030, 4.532, 0.068], [-1.906, 4.801, 1.407], [1.396, -4.566, -3.602], [2.816, -4.976, -4.318], [0.655, -4.958, -4.996], [1.153, -6.106, -3.183], [0.016, -4.077, -2.968], [2.160, -4.194, -2.202], [1.710, -3.090, -4.215], [3.140, 2.439, -3.825], [4.386, 2.126, -4.776], [3.678, 4.010, -3.897], [2.192, 2.714, -5.118], [1.814, 2.777, -2.951], [2.677, 0.838, -3.590], [4.114, 2.308, -2.539], [2.568, -1.600, 4.270], [2.804, -2.040, 5.788], [1.097, -0.955, 4.727], [3.339, -0.213, 4.559], [2.169, -1.126, 2.779], [3.950, -2.215, 3.712], [1.771, -3.046, 3.978]]}


(3)
{"formula": "C5H8N3O", "method": "the ωB97M-V functional and the def2-TZVPD basis", "total_charge": 1, "de_lowest_ev": 4.639, "homo_energy_ha": -0.5633, "lumo_energy_ev": -7.2, "elements": ["C", "C", "C", "C", "C", "N", "N", "N", "O", "H", "H", "H", "H", "H", "H", "H", "H"], "xyz": [[-0.065, 0.409, -0.866], [-0.605, 1.996, -2.352], [1.550, -0.868, 1.060], [-0.946, -0.921, 1.567], [0.168, -1.144, 0.634], [0.140, 0.945, -2.967], [0.488, 0.118, -2.138], [-0.609, 1.581, -0.926], [-1.124, 2.949, -2.795], [1.639, 0.055, 1.629], [2.254, -0.874, 0.231], [1.849, -1.685, 1.728], [-0.801, -0.046, 2.196], [-0.985, -1.795, 2.225], [-1.910, -0.876, 1.063], [0.044, -1.944, -0.090], [-1.086, 2.101, -0.200]]}


(4)
{"formula": "C6H16N2", "method": "the ωB97M-V functional and the def2-TZVPD basis", "total_charge": 1, "de_lowest_ev": 3.814, "homo_energy_ha": [-0.5400, -0.4690], "multiplicity": 2, "s2": 0.76, "lumo_energy_ev": [-2.5, -8.7], "elements": ["C", "N", "C", "C", "C", "C", "N", "C", "H", "H", "H", "H", "H", "H", "H", "H", "H", "H", "H", "H", "H", "H", "H", "H"], "xyz": [[-1.479, -0.392, -2.783], [-0.635, -0.906, -1.578], [-1.222, 2.200, 0.468], [-1.249, 0.645, 0.272], [-0.091, 0.116, -0.645], [0.851, -0.922, 0.294], [1.616, -0.064, 1.392], [2.495, -1.042, 2.088], [-2.339, 0.021, -2.375], [-1.136, 0.396, -3.494], [-1.857, -1.249, -3.225], [0.203, -1.470, -1.858], [-1.934, 2.599, 1.267], [-0.229, 2.547, 0.539], [-1.684, 2.696, -0.329], [-1.063, 0.168, 1.242], [-2.140, 0.192, -0.166], [0.616, 0.936, -1.038], [1.645, -1.300, -0.228], [0.208, -1.810, 0.733], [0.931, 0.267, 2.079], [2.926, -1.947, 1.752], [2.253, -1.285, 3.201], [3.312, -0.399, 2.392]]}